ORCA calculation (ωB97M-V/def2-TZVPD) on C4H8ClNO as an isolated structure in a non-equilibrium geometry.

Atoms and positions in Å:
1 C -0.563 -0.801 -1.476
2 C -1.515 -0.223 -0.425
3 C -0.584 0.665 -1.189
4 C 1.384 0.183 1.744
5 N 1.045 1.036 -0.374
6 O 0.531 0.990 0.946
7 Cl 1.521 2.640 -0.671
8 H 0.220 -1.387 -1.020
9 H -0.915 -0.988 -2.445
10 H -2.606 0.062 -0.781
11 H -1.338 -0.506 0.569
12 H -0.717 1.405 -1.927
13 H 1.470 -0.693 1.116
14 H 0.682 -0.114 2.530
15 H 2.204 0.909 1.982

For the LUMO energy, the calculation gives 1.07 eV. The energy relative to the best compared isomer or geometry (same formula, charge and spin) comes out at 136.51 kcal/mol. The HOMO-LUMO gap comes out at 10.17 eV. As for the molecular weight: 121.57 g mol⁻¹. As for the total energy: -20331.8315 eV. As for the total charge: 0. The calculation puts the HOMO energy at -9.099 eV.

Atom charges from the Mulliken analysis, given in e for atoms 1 to 2: -0.611 -0.494

ORCA calculation (ωB97M-V/def2-TZVPD) on C30H34Br6N8O16 as an isolated structure in a non-equilibrium geometry.

Atoms and positions in Å:
1 C 0.315 4.905 6.301
2 N -0.452 4.355 7.474
3 O -0.386 4.947 8.531
4 O -0.964 3.233 7.356
5 H 0.312 5.994 6.258
6 H -0.177 4.766 5.338
7 H 1.348 4.565 6.375
8 C 1.456 -5.651 0.074
9 N 1.819 -4.350 -0.451
10 O 1.245 -3.960 -1.429
11 O 2.393 -3.522 0.288
12 H 2.256 -6.333 -0.212
13 H 0.514 -5.996 -0.351
14 H 1.365 -5.521 1.153
15 C 0.611 1.264 -0.767
16 N 0.942 2.113 0.464
17 O 2.034 1.995 1.027
18 O 0.030 2.840 0.773
19 H 0.098 0.311 -0.632
20 H 1.536 0.895 -1.211
21 H 0.032 1.847 -1.483
22 C 7.455 0.482 1.266
23 N 8.880 0.084 1.495
24 O 9.550 -0.304 0.513
25 O 9.430 0.355 2.518
26 H 7.201 1.285 1.958
27 H 6.868 -0.421 1.435
28 H 7.267 0.768 0.231
29 C -4.875 -4.698 -1.944
30 C -4.073 -5.778 -2.311
31 C -4.647 -7.069 -2.345
32 C -6.009 -7.257 -1.998
33 C -6.776 -6.160 -1.608
34 C -6.156 -4.903 -1.549
35 N -6.607 -8.656 -2.014
36 O -7.664 -8.764 -1.409
37 O -6.081 -9.620 -2.635
38 H -4.401 -3.730 -2.015
39 H -3.085 -5.633 -2.722
40 H -4.058 -7.899 -2.708
41 H -7.839 -6.298 -1.475
42 H -6.765 -4.025 -1.391
43 C -5.267 -2.525 8.434
44 C -4.073 -2.684 7.769
45 C -3.830 -2.188 6.519
46 C -4.857 -1.628 5.812
47 C -6.015 -1.387 6.518
48 C -6.289 -1.798 7.863
49 N -4.725 -1.183 4.464
50 O -5.715 -0.992 3.832
51 O -3.648 -0.936 4.030
52 H -5.468 -2.877 9.434
53 H -3.289 -3.197 8.305
54 H -2.817 -2.120 6.150
55 H -6.791 -0.847 5.995
56 H -7.242 -1.674 8.356
57 C 3.657 7.611 -2.485
58 C 3.674 7.240 -1.103
59 C 3.199 8.171 -0.154
60 C 2.543 9.376 -0.574
61 C 2.361 9.692 -1.945
62 C 2.963 8.769 -2.905
63 N 1.761 10.209 0.473
64 O 1.247 11.317 0.311
65 O 1.622 9.630 1.538
66 H 4.250 7.091 -3.223
67 H 4.181 6.378 -0.696
68 H 3.163 7.859 0.879
69 H 1.969 10.651 -2.250
70 H 3.091 9.165 -3.902
71 C 6.572 -3.133 -3.953
72 C 7.071 -4.403 -3.849
73 C 6.279 -5.441 -4.233
74 C 4.988 -5.199 -4.767
75 C 4.657 -3.843 -5.126
76 C 5.349 -2.816 -4.540
77 N 4.086 -6.364 -5.197
78 O 2.912 -6.126 -5.563
79 O 4.557 -7.498 -5.112
80 H 7.179 -2.317 -3.590
81 H 7.959 -4.610 -3.270
82 H 6.635 -6.445 -4.057
83 H 3.763 -3.600 -5.682
84 H 5.126 -1.781 -4.755
85 C -4.140 7.727 -1.255
86 Br -2.901 6.641 -2.226
87 Br -5.880 6.853 -1.466
88 Br -4.269 9.509 -2.128
89 H -3.815 7.853 -0.222
90 C -3.965 1.375 -6.535
91 Br -2.014 0.981 -6.360
92 Br -4.252 2.907 -7.706
93 Br -5.090 1.573 -4.883
94 H -4.399 0.577 -7.137

For the LUMO energy, the calculation gives -0.80 eV. The HOMO-LUMO gap comes out at 9.22 eV. As for the molecular weight: 1242.07 g mol⁻¹. As for the total energy: -496569.7104 eV. As for the total charge: 0. The calculation puts the HOMO energy at -10.025 eV.

Atom charges from the Mulliken analysis, given in e for atoms 1 to 2: -0.666 0.790

ORCA calculation (ωB97M-V/def2-TZVPD) on a 22-piece molecular cluster, C84H136N22O13 overall in a non-equilibrium geometry.

Atoms and positions in Å:
1 C -5.210 -3.357 1.286
2 C -6.405 -2.574 1.732
3 O -6.946 -2.857 2.811
4 N -6.753 -1.525 0.924
5 C -7.947 -0.637 1.203
6 H -4.413 -3.031 1.967
7 H -4.925 -3.209 0.274
8 H -5.486 -4.383 1.327
9 H -6.393 -1.582 0.005
10 H -7.884 0.239 0.640
11 H -8.010 -0.296 2.221
12 H -8.870 -1.168 0.961
13 C -6.170 -4.365 -3.164
14 C -7.652 -4.332 -2.860
15 O -8.369 -5.334 -3.042
16 N -8.148 -3.133 -2.428
17 C -9.495 -2.966 -1.979
18 H -6.071 -4.312 -4.256
19 H -5.661 -5.198 -2.718
20 H -5.702 -3.457 -2.760
21 H -7.521 -2.382 -2.327
22 H -9.805 -3.850 -1.373
23 H -10.183 -2.996 -2.847
24 H -9.668 -2.104 -1.335
25 C 4.847 -2.595 1.249
26 C 5.377 -1.350 0.500
27 O 5.966 -0.430 1.053
28 N 5.214 -1.243 -0.822
29 C 5.059 -2.392 -1.710
30 H 5.661 -3.284 1.540
31 H 4.142 -3.226 0.628
32 H 4.441 -2.117 2.120
33 H 5.671 -0.433 -1.301
34 H 6.066 -2.866 -1.927
35 H 4.660 -2.122 -2.655
36 H 4.417 -3.179 -1.302
37 C 8.971 -1.906 3.279
38 C 8.032 -1.921 4.434
39 O 8.472 -2.040 5.590
40 N 6.680 -1.642 4.209
41 C 5.719 -1.432 5.260
42 H 9.519 -2.860 3.189
43 H 9.723 -1.130 3.398
44 H 8.430 -1.784 2.345
45 H 6.467 -1.440 3.250
46 H 5.285 -0.393 5.305
47 H 6.393 -1.505 6.154
48 H 4.913 -2.125 5.224
49 C 2.813 1.280 2.486
50 C 3.737 1.709 3.571
51 O 3.320 2.295 4.530
52 N 5.068 1.524 3.349
53 C 6.122 1.885 4.367
54 H 2.555 2.163 1.958
55 H 1.868 0.891 2.861
56 H 3.309 0.548 1.836
57 H 5.419 1.027 2.542
58 H 6.318 2.956 4.286
59 H 7.036 1.408 4.018
60 H 5.853 1.609 5.387
61 C 3.220 0.549 -5.349
62 C 4.029 1.854 -5.432
63 O 3.659 2.700 -6.253
64 N 5.035 2.115 -4.601
65 C 5.911 3.230 -4.800
66 H 3.476 -0.139 -6.215
67 H 2.153 0.817 -5.469
68 H 3.288 0.034 -4.411
69 H 5.182 1.506 -3.805
70 H 6.050 3.852 -3.894
71 H 5.523 3.846 -5.617
72 H 6.908 2.925 -5.127
73 C -3.315 0.047 2.139
74 C -3.019 1.604 2.046
75 O -3.794 2.285 1.398
76 N -2.084 2.155 2.897
77 C -2.052 3.585 3.121
78 H -2.421 -0.543 2.351
79 H -3.870 -0.352 1.264
80 H -4.110 -0.088 2.889
81 H -1.612 1.445 3.476
82 H -2.801 3.809 3.863
83 H -2.306 4.153 2.248
84 H -1.115 4.043 3.507
85 C 6.635 2.801 -0.541
86 C 5.605 1.872 -1.156
87 O 5.971 1.131 -2.067
88 N 4.289 1.929 -0.713
89 C 3.276 1.084 -1.342
90 H 6.957 3.438 -1.354
91 H 7.477 2.198 -0.125
92 H 6.289 3.428 0.251
93 H 4.070 2.475 0.132
94 H 2.451 1.606 -1.776
95 H 2.886 0.401 -0.598
96 H 3.706 0.445 -2.052
97 C -2.486 -0.972 6.135
98 C -1.309 -0.152 5.643
99 O -1.165 -0.061 4.404
100 N -0.561 0.499 6.551
101 C 0.476 1.395 6.220
102 H -2.581 -1.156 7.176
103 H -2.498 -1.817 5.442
104 H -3.382 -0.408 5.866
105 H -0.798 0.452 7.500
106 H 0.902 1.028 5.290
107 H 1.414 1.412 6.810
108 H 0.194 2.392 6.175
109 C -4.824 0.775 -1.241
110 C -6.166 0.403 -1.794
111 O -6.552 -0.776 -1.838
112 N -7.018 1.359 -2.190
113 C -8.358 1.004 -2.582
114 H -4.169 -0.114 -1.253
115 H -5.080 1.100 -0.212
116 H -4.383 1.649 -1.800
117 H -6.670 2.319 -2.180
118 H -8.452 0.470 -3.508
119 H -8.880 1.957 -2.649
120 H -8.872 0.360 -1.795
121 C -1.098 3.953 -2.982
122 C 0.365 3.671 -3.183
123 O 0.776 2.618 -3.641
124 N 1.182 4.703 -2.918
125 C 2.590 4.561 -3.376
126 H -1.587 3.029 -2.711
127 H -1.515 4.355 -3.919
128 H -1.223 4.759 -2.267
129 H 0.890 5.569 -2.441
130 H 3.013 3.666 -2.918
131 H 3.128 5.380 -2.932
132 H 2.657 4.537 -4.462
133 C 1.449 7.458 1.067
134 C 0.721 6.348 0.375
135 O 0.497 6.372 -0.800
136 N 0.365 5.285 1.177
137 C -0.160 4.153 0.528
138 H 1.914 7.242 1.991
139 H 0.771 8.258 1.295
140 H 2.194 7.911 0.408
141 H 0.697 5.363 2.115
142 H 0.683 3.540 0.142
143 H -0.730 4.513 -0.322
144 H -0.731 3.514 1.173
145 C 1.730 -7.056 0.707
146 C 2.041 -5.999 1.785
147 O 1.941 -4.792 1.481
148 N 2.337 -6.333 3.060
149 C 2.395 -7.740 3.505
150 H 2.175 -7.992 0.923
151 H 1.894 -6.699 -0.306
152 H 0.667 -7.211 0.657
153 H 2.480 -5.519 3.675
154 H 2.735 -7.951 4.542
155 H 3.067 -8.298 2.863
156 H 1.442 -8.200 3.388
157 N -0.967 -1.915 0.560
158 C -0.048 -1.077 0.951
159 C 0.189 0.139 0.335
160 C -0.564 0.542 -0.789
161 C -1.553 -0.365 -1.203
162 C -1.701 -1.534 -0.511
163 H 0.573 -1.338 1.808
164 H 0.860 0.833 0.779
165 H -0.368 1.478 -1.337
166 H -2.243 -0.153 -2.043
167 H -2.491 -2.238 -0.777
168 N -1.965 5.523 -6.455
169 C -0.725 6.028 -6.479
170 C 0.420 5.258 -6.447
171 C 0.355 3.904 -6.596
172 C -0.980 3.380 -6.709
173 C -2.075 4.195 -6.559
174 H -0.591 7.148 -6.411
175 H 1.477 5.689 -6.385
176 H 1.260 3.292 -6.704
177 H -1.145 2.319 -6.873
178 H -3.076 3.791 -6.550
179 N 2.129 -3.949 -4.267
180 C 1.507 -2.790 -4.372
181 C 1.029 -2.100 -3.234
182 C 1.134 -2.660 -1.973
183 C 1.749 -3.915 -1.872
184 C 2.269 -4.502 -3.041
185 H 1.471 -2.396 -5.415
186 H 0.587 -1.164 -3.461
187 H 0.844 -2.163 -1.083
188 H 1.788 -4.345 -0.896
189 H 2.832 -5.394 -2.977
190 N 2.522 -4.078 4.959
191 C 2.738 -4.046 6.268
192 C 2.292 -2.993 7.076
193 C 1.693 -1.971 6.392
194 C 1.384 -1.983 5.063
195 C 1.870 -3.092 4.316
196 H 3.263 -4.919 6.705
197 H 2.601 -2.895 8.109
198 H 1.435 -1.149 7.026
199 H 0.814 -1.198 4.564
200 H 1.655 -3.232 3.263
201 N -1.503 -0.531 -4.610
202 C -2.023 0.676 -4.477
203 C -3.425 0.885 -4.346
204 C -4.281 -0.221 -4.328
205 C -3.675 -1.503 -4.386
206 C -2.313 -1.566 -4.536
207 H -1.414 1.535 -4.491
208 H -3.804 1.904 -4.177
209 H -5.393 -0.165 -4.188
210 H -4.361 -2.372 -4.352
211 H -1.694 -2.452 -4.509
212 N -1.721 -6.296 -0.439
213 C -2.277 -7.132 -1.280
214 C -2.699 -6.801 -2.504
215 C -2.546 -5.461 -2.908
216 C -2.081 -4.513 -1.997
217 C -1.734 -4.971 -0.767
218 H -2.422 -8.090 -0.926
219 H -3.137 -7.592 -3.123
220 H -2.875 -5.169 -3.834
221 H -2.132 -3.472 -2.248
222 H -1.344 -4.322 0.005
223 N -2.989 -3.778 4.398
224 C -1.903 -3.861 3.663
225 C -1.548 -4.997 2.918
226 C -2.392 -6.106 2.893
227 C -3.558 -6.056 3.672
228 C -3.773 -4.872 4.394
229 H -1.229 -2.959 3.645
230 H -0.767 -4.889 2.191
231 H -2.247 -6.914 2.133
232 H -4.338 -6.825 3.723
233 H -4.799 -4.750 4.837
234 N 3.744 4.577 0.994
235 C 4.175 5.105 2.148
236 C 4.940 6.213 2.272
237 C 5.157 6.966 1.062
238 C 4.702 6.484 -0.139
239 C 4.036 5.261 -0.149
240 H 3.890 4.536 2.997
241 H 5.343 6.583 3.232
242 H 5.542 8.025 0.987
243 H 4.862 7.099 -1.015
244 H 3.667 4.759 -1.049
245 N -5.142 3.885 -2.413
246 C -4.867 3.961 -1.108
247 C -4.206 5.028 -0.477
248 C -3.818 6.093 -1.301
249 C -4.024 6.040 -2.650
250 C -4.731 4.948 -3.150
251 H -5.060 3.111 -0.422
252 H -3.987 4.923 0.592
253 H -3.405 7.039 -0.888
254 H -3.709 6.850 -3.292
255 H -4.896 4.787 -4.220

For the LUMO energy, the calculation gives -0.04 eV. The HOMO-LUMO gap comes out at 8.98 eV. As for the molecular weight: 1662.15 g mol⁻¹. As for the total energy: -148717.7948 eV. As for the total charge: 0. The calculation puts the HOMO energy at -9.017 eV.

Atom charges from the Mulliken analysis, given in e for atoms 1 to 2: 0.343 0.359

ORCA calculation (ωB97M-V/def2-TZVPD) on a 2-piece molecular cluster, C2H9N2O overall.

Atoms and positions in Å:
1 N 0.544 -0.024 -2.439
2 H -0.085 -0.067 -3.240
3 H 1.251 0.689 -2.606
4 H -0.038 0.209 -1.536
5 H 1.006 -0.927 -2.348
6 C -0.766 0.744 0.795
7 N 0.057 0.095 1.600
8 C 0.824 -1.084 1.227
9 O -0.961 0.483 -0.401
10 H -1.315 1.553 1.283
11 H 0.099 0.416 2.554
12 H 0.288 -1.620 0.439
13 H 0.911 -1.739 2.091
14 H 1.808 -0.816 0.874

For the LUMO energy, the calculation gives -3.46 eV. The energy relative to the best compared isomer or geometry (same formula, charge and spin) comes out at 10.19 kcal/mol. The HOMO-LUMO gap comes out at 11.06 eV. As for the molecular weight: 77.11 g mol⁻¹. As for the total energy: -7241.9142 eV. As for the total charge: +1. The calculation puts the HOMO energy at -14.524 eV.

Atom charges from the Mulliken analysis, given in e for atoms 1 to 2: -0.489 0.379

ORCA calculation (ωB97M-V/def2-TZVPD) on one molecule with the formula C5H8O.

Atoms and positions in Å:
1 C 1.506 0.114 -0.418
2 C 0.603 0.231 0.776
3 C -0.754 0.846 0.453
4 C -1.464 -0.206 -0.450
5 O -0.580 -1.324 -0.601
6 C 0.682 -1.057 -0.020
7 H 1.279 0.570 -1.369
8 H 2.566 -0.005 -0.190
9 H 1.012 0.357 1.775
10 H -0.641 1.809 -0.065
11 H -1.320 1.026 1.371
12 H -1.694 0.193 -1.446
13 H -2.400 -0.547 0.013
14 H 1.262 -1.948 0.127

For the LUMO energy, the calculation gives 1.15 eV. The energy relative to the best compared isomer or geometry (same formula, charge and spin) comes out at 38.68 kcal/mol. The HOMO-LUMO gap comes out at 10.07 eV. As for the molecular weight: 84.12 g mol⁻¹. As for the total energy: -7360.5780 eV. As for the total charge: 0. Its structure (SMILES) is C1C[C@@H]2C[C@@H]2O1. The calculation puts the HOMO energy at -8.917 eV.

Atom charges from the Mulliken analysis, given in e for atoms 1 to 2: -0.699 -0.164